Below is a structure of composition C46H44N5P2PtSe2, with properties calculated with ωB97M-V/def2-TZVPD.

Positions of all 100 atoms, in Å:
1 Pt -1.727 -1.099 0.112
2 Se 4.191 -1.855 -0.875
3 P 3.924 0.340 -0.771
4 C 4.191 1.159 -2.319
5 C 5.502 1.452 -2.720
6 C 5.710 2.049 -3.950
7 C 4.628 2.326 -4.780
8 C 3.332 1.997 -4.395
9 C 3.105 1.407 -3.164
10 C 4.799 1.107 0.573
11 C 4.749 0.469 1.820
12 C 5.404 1.036 2.895
13 C 6.115 2.223 2.728
14 C 6.172 2.847 1.487
15 C 5.515 2.295 0.400
16 C 2.279 0.003 -0.446
17 C 0.998 0.390 -0.194
18 N 0.313 -0.801 -0.102
19 N 1.135 -1.834 -0.279
20 N 2.304 -1.353 -0.477
21 P 0.046 1.910 0.033
22 Se -1.988 1.292 -0.422
23 C 0.243 2.369 1.761
24 C -0.885 2.613 2.539
25 C -0.732 2.978 3.869
26 C 0.536 3.115 4.413
27 C 1.663 2.871 3.636
28 C 1.522 2.487 2.313
29 C 0.644 3.193 -1.067
30 C -0.177 3.678 -2.082
31 C 0.282 4.701 -2.901
32 C 1.549 5.236 -2.706
33 C 2.365 4.754 -1.689
34 C 1.917 3.736 -0.866
35 H 6.344 1.207 -2.083
36 H 6.716 2.284 -4.271
37 H 4.798 2.786 -5.746
38 H 2.502 2.187 -5.062
39 H 2.100 1.141 -2.863
40 H 4.205 -0.463 1.937
41 H 5.384 0.549 3.862
42 H 6.643 2.655 3.569
43 H 6.744 3.757 1.364
44 H 5.562 2.777 -0.568
45 H -1.874 2.529 2.109
46 H -1.606 3.163 4.481
47 H 0.650 3.415 5.447
48 H 2.652 2.983 4.060
49 H 2.405 2.272 1.722
50 H -1.171 3.278 -2.233
51 H -0.358 5.090 -3.682
52 H 1.894 6.045 -3.338
53 H 3.343 5.192 -1.530
54 H 2.546 3.383 -0.057
55 C -4.095 0.278 2.536
56 C -4.814 0.551 1.240
57 C -5.743 1.577 1.138
58 C -6.412 1.812 -0.049
59 C -6.178 1.012 -1.155
60 C -5.272 -0.038 -1.093
61 C -4.975 -0.898 -2.296
62 C -4.620 -0.266 0.122
63 N -3.710 -1.379 0.219
64 C -4.125 -2.579 0.321
65 C -5.558 -2.931 0.502
66 C -3.063 -3.603 0.368
67 C -3.371 -5.033 0.648
68 N -1.873 -3.165 0.252
69 C -0.740 -4.035 0.204
70 C -0.507 -4.771 -0.960
71 C -1.364 -4.564 -2.183
72 C 0.520 -5.706 -0.942
73 C 1.313 -5.868 0.182
74 C 1.086 -5.101 1.312
75 C 0.076 -4.150 1.334
76 C -0.199 -3.335 2.571
77 H -3.982 1.195 3.113
78 H -3.111 -0.160 2.371
79 H -4.670 -0.422 3.148
80 H -5.955 2.192 2.005
81 H -7.115 2.633 -0.119
82 H -6.696 1.208 -2.086
83 H -5.317 -0.415 -3.209
84 H -5.496 -1.858 -2.229
85 H -3.907 -1.109 -2.382
86 H -6.208 -2.080 0.330
87 H -5.718 -3.279 1.528
88 H -5.843 -3.751 -0.158
89 H -3.813 -5.118 1.645
90 H -2.481 -5.651 0.606
91 H -4.108 -5.416 -0.061
92 H -1.618 -3.512 -2.321
93 H -2.302 -5.123 -2.104
94 H -0.855 -4.927 -3.073
95 H 0.702 -6.306 -1.826
96 H 2.125 -6.583 0.168
97 H 1.702 -5.247 2.192
98 H 0.716 -3.191 3.145
99 H -0.912 -3.851 3.219
100 H -0.623 -2.359 2.332

Net charge   +3
Orbital gap   5.89 eV
HOMO   -15.4 eV


Below is a structure of composition C46H45BBr2Ge2IN2O3Tl, with properties calculated with ωB97M-V/def2-TZVPD.

Positions of all 103 atoms, in Å:
1 Tl 0.147 -0.262 -0.585
2 Br 1.853 -4.897 -3.157
3 C 1.177 -4.603 -1.437
4 C 0.301 -5.626 -0.800
5 C -0.927 -5.223 1.024
6 Br -2.184 -6.566 1.697
7 C -1.000 -3.909 1.733
8 C -1.580 -3.537 2.887
9 C -1.736 -2.147 3.205
10 C -1.388 -1.230 2.247
11 N -0.835 -1.535 1.065
12 C -0.491 -2.885 0.782
13 C 0.704 -3.216 -1.061
14 O 0.964 -2.174 -1.832
15 H 0.251 -6.559 -1.353
16 H -1.983 -4.294 3.553
17 H -2.194 -1.826 4.129
18 H -1.583 -0.172 2.408
19 C 4.329 3.775 -2.453
20 C 3.576 2.838 -3.149
21 C 3.130 1.692 -2.503
22 C 3.426 1.446 -1.161
23 C 4.198 2.392 -0.483
24 C 4.642 3.547 -1.119
25 Ge 2.738 -0.179 -0.278
26 C 3.867 -1.604 -0.978
27 C 4.473 -2.574 -0.184
28 C 5.318 -3.535 -0.735
29 C 5.569 -3.539 -2.096
30 C 4.956 -2.591 -2.907
31 C 4.113 -1.641 -2.354
32 C 3.075 0.194 1.613
33 C 4.165 -0.271 2.350
34 C 4.337 0.090 3.684
35 C 3.426 0.933 4.303
36 C 2.342 1.418 3.582
37 C 2.170 1.045 2.256
38 H 4.666 4.680 -2.945
39 H 3.328 3.005 -4.191
40 H 2.541 0.970 -3.056
41 H 4.452 2.231 0.559
42 H 5.232 4.272 -0.571
43 H 4.277 -2.611 0.876
44 H 5.772 -4.282 -0.095
45 H 6.225 -4.285 -2.529
46 H 5.121 -2.604 -3.979
47 H 3.623 -0.933 -3.010
48 H 4.910 -0.901 1.882
49 H 5.187 -0.290 4.239
50 H 3.557 1.209 5.342
51 H 1.626 2.080 4.056
52 H 1.311 1.424 1.710
53 C 0.411 3.955 -1.584
54 Ge -0.982 2.678 -2.050
55 C -2.641 3.651 -2.408
56 C -0.509 1.740 -3.701
57 C -1.248 1.485 -0.524
58 H 0.588 4.655 -2.404
59 H 1.348 3.432 -1.376
60 H 0.121 4.523 -0.697
61 H -2.450 4.506 -3.061
62 H -3.087 4.013 -1.479
63 H -3.357 2.988 -2.898
64 H -1.106 2.118 -4.534
65 H -0.690 0.665 -3.617
66 H 0.540 1.902 -3.931
67 H -0.861 1.910 0.404
68 C -9.532 0.894 0.333
69 C -8.439 0.084 1.043
70 C -8.836 -1.400 1.052
71 C -8.362 0.568 2.491
72 C -7.105 0.242 0.309
73 C -7.033 -0.060 -1.052
74 C -5.848 0.036 -1.782
75 C -4.729 0.447 -1.101
76 O -3.455 0.635 -1.568
77 B -2.694 1.052 -0.448
78 O -3.541 1.133 0.676
79 C -4.781 0.742 0.244
80 C -5.942 0.654 0.973
81 H -10.479 0.800 0.871
82 H -9.694 0.549 -0.689
83 H -9.264 1.952 0.292
84 H -9.806 -1.532 1.542
85 H -8.095 -1.994 1.591
86 H -8.909 -1.796 0.038
87 H -9.335 0.437 2.969
88 H -8.098 1.626 2.547
89 H -7.631 -0.002 3.069
90 H -7.925 -0.390 -1.571
91 H -5.806 -0.215 -2.834
92 H -5.930 0.898 2.026
93 I -2.129 -2.312 -1.824
94 C -0.794 -3.434 -0.647
95 C -1.067 -4.920 -0.501
96 C 0.493 -5.844 0.760
97 C 1.621 -5.104 1.401
98 C 1.813 -3.800 1.231
99 N 0.990 -2.952 0.446
100 H -1.956 -5.286 -1.002
101 H 0.538 -6.897 1.024
102 H 2.315 -5.656 2.025
103 H 2.635 -3.319 1.750

Expectation value of S²   0.76
Net charge   -1
Orbital gap (alpha / beta)   6.30 / 6.40 eV
HOMO (alpha / beta)   -4.0 / -4.2 eV
Spin multiplicity   2
Relative energy (zero: lowest compared OMol25 entry of this formula, charge and spin)   140.5 kJ/mol


Below is a structure of composition C46H45Co2N2O5P2, with properties calculated with ωB97M-V/def2-TZVPD.

Positions of all 102 atoms, in Å:
1 O -4.030 -3.792 0.227
2 C -2.896 -4.034 0.267
3 Co -1.168 -4.362 0.217
4 C -1.113 -5.766 -0.838
5 O -1.146 -6.671 -1.559
6 C -0.608 -3.025 -0.768
7 O -0.237 -2.074 -1.322
8 C -0.464 -3.651 2.029
9 C -1.240 -2.613 2.558
10 C -1.302 -1.249 2.447
11 C -2.491 -0.499 2.800
12 C -2.620 0.894 2.515
13 C -3.810 1.567 2.788
14 C -4.901 0.887 3.357
15 C -4.780 -0.470 3.664
16 C -3.590 -1.140 3.407
17 Co -1.826 -4.320 2.996
18 C -3.573 -4.400 3.195
19 O -4.711 -4.605 3.331
20 C -1.768 -6.014 2.468
21 O -1.834 -7.157 2.272
22 P -1.417 -4.712 5.098
23 C -2.821 -4.782 6.270
24 C -2.977 -3.878 7.333
25 C -4.102 -3.960 8.159
26 C -5.039 -4.978 7.970
27 C -4.858 -5.921 6.953
28 C -3.760 -5.816 6.097
29 C -0.510 -6.264 5.475
30 C -0.787 -7.047 6.610
31 C -0.081 -8.233 6.832
32 C 0.942 -8.613 5.958
33 C 1.252 -7.817 4.850
34 C 0.516 -6.656 4.597
35 C -0.339 -3.379 5.738
36 C 0.987 -3.619 6.126
37 C 1.824 -2.543 6.421
38 C 1.340 -1.233 6.338
39 C 0.009 -0.989 5.980
40 C -0.829 -2.063 5.679
41 H 0.618 -3.735 2.205
42 H -0.498 -0.736 1.922
43 H -1.771 1.417 2.062
44 H -3.896 2.637 2.574
45 H -5.843 1.409 3.530
46 H -5.605 -1.019 4.114
47 H -3.509 -2.203 3.632
48 H -2.226 -3.112 7.523
49 H -4.234 -3.236 8.964
50 H -5.907 -5.054 8.623
51 H -5.560 -6.746 6.821
52 H -3.614 -6.558 5.306
53 H -1.559 -6.740 7.317
54 H -0.323 -8.849 7.700
55 H 1.512 -9.522 6.146
56 H 2.069 -8.084 4.179
57 H 0.741 -6.044 3.718
58 H 1.360 -4.642 6.182
59 H 2.855 -2.728 6.720
60 H 1.993 -0.391 6.563
61 H -0.390 0.028 5.928
62 H -1.861 -1.884 5.356
63 C -1.008 4.107 -1.252
64 C 0.430 3.646 -1.426
65 C 0.558 2.798 -2.690
66 C 1.321 4.861 -1.625
67 N 0.836 2.862 -0.233
68 P 1.117 1.173 -0.163
69 H 0.179 0.553 0.908
70 N 2.366 1.447 0.947
71 C 3.385 0.447 1.266
72 C 4.719 1.134 1.512
73 C 3.558 -0.472 0.056
74 C 2.964 -0.365 2.481
75 C 2.169 2.640 1.662
76 C 1.295 3.486 0.941
77 C 0.914 4.725 1.457
78 C 1.360 5.075 2.740
79 C 2.187 4.214 3.475
80 C 2.609 2.985 2.938
81 H -1.118 4.730 -0.362
82 H -1.311 4.708 -2.119
83 H -1.689 3.253 -1.173
84 H 1.609 2.531 -2.866
85 H -0.043 1.882 -2.672
86 H 0.219 3.407 -3.542
87 H 2.366 4.570 -1.756
88 H 0.985 5.385 -2.526
89 H 1.280 5.572 -0.804
90 H 4.707 1.790 2.379
91 H 5.477 0.361 1.682
92 H 5.005 1.736 0.644
93 H 2.659 -1.049 -0.200
94 H 3.856 0.114 -0.824
95 H 4.363 -1.187 0.271
96 H 2.048 -0.938 2.285
97 H 3.760 -1.073 2.746
98 H 2.792 0.287 3.342
99 H 0.272 5.396 0.881
100 H 1.043 6.023 3.169
101 H 2.510 4.474 4.480
102 H 3.243 2.296 3.502

Net charge   +1
Orbital gap   3.47 eV
HOMO   -9.0 eV


Below is a structure of composition C46H45FN7O4RuS, with properties calculated with ωB97M-V/def2-TZVPD.

Positions of all 105 atoms, in Å:
1 Ru -0.781 1.736 -2.176
2 C -0.722 3.504 -4.527
3 C -2.170 3.129 -4.806
4 C -2.388 1.640 -4.861
5 C -2.897 1.030 -5.998
6 C -3.130 -0.335 -5.992
7 C -2.865 -1.048 -4.835
8 C -2.356 -0.369 -3.744
9 N -2.105 0.944 -3.752
10 N -0.345 3.566 -3.084
11 C 1.107 3.846 -3.110
12 C 2.020 3.626 -1.924
13 C 3.300 4.158 -2.037
14 C 4.261 3.890 -1.086
15 C 3.941 3.069 -0.010
16 C 2.662 2.592 0.087
17 N 1.727 2.887 -0.840
18 C -1.053 4.637 -2.347
19 C -2.310 4.160 -1.670
20 C -3.276 5.051 -1.229
21 C -4.389 4.561 -0.567
22 C -4.506 3.192 -0.375
23 C -3.504 2.369 -0.850
24 N -2.422 2.840 -1.481
25 H -0.494 4.474 -4.985
26 H -0.071 2.753 -4.974
27 H -2.448 3.558 -5.768
28 H -2.845 3.567 -4.068
29 H -3.116 1.627 -6.873
30 H -3.521 -0.828 -6.872
31 H -3.043 -2.112 -4.775
32 H -2.134 -0.882 -2.818
33 H 1.257 4.887 -3.423
34 H 1.534 3.208 -3.884
35 H 3.530 4.771 -2.898
36 H 5.252 4.312 -1.181
37 H 4.667 2.814 0.748
38 H 2.305 1.978 0.902
39 H -1.255 5.492 -3.001
40 H -0.385 4.991 -1.557
41 H -3.154 6.111 -1.408
42 H -5.156 5.235 -0.211
43 H -5.358 2.766 0.135
44 H -3.546 1.295 -0.732
45 F -1.511 -3.046 2.688
46 C -0.536 -3.035 1.753
47 C -0.576 -2.063 0.794
48 C 0.392 -2.018 -0.211
49 C 0.320 -0.967 -1.238
50 O -0.674 -0.219 -1.233
51 C 1.430 -0.920 -2.143
52 C 2.377 -1.899 -2.068
53 N 2.382 -2.925 -1.194
54 C 3.422 -3.929 -1.267
55 C 3.793 -4.467 -2.612
56 C 3.035 -5.330 -1.650
57 C 1.406 -2.981 -0.210
58 C 1.439 -3.958 0.791
59 C 0.468 -4.017 1.778
60 N 0.560 -5.033 2.766
61 C -0.279 -4.985 3.963
62 C 0.171 -6.104 4.914
63 N 1.600 -6.435 4.599
64 C 1.691 -7.119 3.259
65 C 0.719 -6.409 2.309
66 C 1.657 0.115 -3.233
67 O 2.626 -0.035 -3.967
68 O 0.827 1.082 -3.308
69 H -1.371 -1.329 0.797
70 H 3.190 -1.867 -2.782
71 H 4.210 -3.795 -0.535
72 H 4.836 -4.682 -2.791
73 H 3.256 -4.086 -3.469
74 H 3.558 -6.146 -1.170
75 H 1.990 -5.512 -1.863
76 H 2.250 -4.672 0.802
77 H -1.343 -5.124 3.756
78 H -0.155 -4.017 4.444
79 H -0.392 -7.025 4.777
80 H 0.100 -5.804 5.956
81 H 2.025 -7.005 5.329
82 H 2.121 -5.557 4.538
83 H 1.436 -8.167 3.406
84 H 2.727 -7.044 2.933
85 H -0.247 -6.927 2.287
86 H 1.118 -6.439 1.300
87 C -0.526 2.615 8.461
88 C -0.459 2.323 6.987
89 O 0.525 1.957 6.408
90 S -2.044 2.596 6.180
91 C -1.585 2.501 4.481
92 C -0.971 1.358 3.958
93 C -0.537 1.334 2.656
94 C -0.696 2.472 1.814
95 C -1.421 3.581 2.332
96 C -1.837 3.592 3.643
97 C -0.143 2.504 0.561
98 C 0.336 2.440 -0.639
99 H 0.325 2.157 8.959
100 H -1.460 2.256 8.891
101 H -0.489 3.696 8.603
102 H -0.837 0.491 4.590
103 H -0.066 0.446 2.253
104 H -1.620 4.429 1.688
105 H -2.360 4.454 4.037

Expectation value of S²   0.80
Net charge   +2
Orbital gap (alpha / beta)   5.44 / 6.30 eV
HOMO (alpha / beta)   -10.0 / -10.9 eV
Spin multiplicity   2
Relative energy (zero: lowest compared OMol25 entry of this formula, charge and spin)   155.4 kJ/mol


| no. | total energy (eV) |
| --- | --- |
| 1 | -208361.044 |
| 2 | -324143.822 |
| 3 | -155471.527 |
| 4 | -83174.398 |